{
  "formula": "C15H13CdN4O2S2",
  "method": "ωB97M-V with the def2-TZVPD basis set",
  "symbols": ["Cd", "O", "C", "N", "C", "O", "C", "C", "C", "C", "C", "N", "C", "C", "C", "C", "C", "N", "H", "H", "H", "H", "H", "H", "H", "H", "S", "C", "N", "C", "C", "S", "H", "H", "H", "H", "H"],
  "positions_angstrom": [[0.0219, -0.2686, -0.0377], [1.4723, 3.5088, 0.9613], [1.2382, 2.3406, 0.7865], [0.0187, 1.7041, 0.7441], [-1.1743, 2.3793, 0.8089], [-1.3771, 3.5442, 1.0414], [-2.3945, 1.4797, 0.5558], [-3.6461, 1.9660, 0.8905], [-4.7596, 1.1868, 0.6289], [-4.5947, -0.0506, 0.0192], [-3.3160, -0.4677, -0.2878], [-2.2373, 0.2742, -0.0143], [2.4319, 1.3885, 0.5937], [3.7003, 1.8707, 0.8540], [4.7866, 1.0266, 0.6891], [4.5771, -0.2764, 0.2632], [3.2851, -0.6884, 0.0141], [2.2356, 0.1246, 0.1760], [-3.7137, 2.9497, 1.3341], [-5.7488, 1.5435, 0.8853], [-5.4421, -0.6757, -0.2275], [-3.1312, -1.4157, -0.7802], [3.8016, 2.8975, 1.1749], [5.7889, 1.3822, 0.8898], [5.3990, -0.9649, 0.1214], [3.0682, -1.6938, -0.3246], [-0.3257, -2.8505, -0.1072], [-0.8401, -2.7512, 1.5087], [-1.9703, -3.2462, 1.9645], [-2.3670, -2.8629, 3.3240], [-1.0586, -2.6044, 4.0592], [0.0820, -2.0017, 2.7716], [-2.6275, -3.6527, 1.3130], [-2.9440, -3.6558, 3.7929], [-2.9763, -1.9593, 3.2728], [-0.6316, -3.5155, 4.4716], [-1.1614, -1.8583, 4.8416]],
  "forces_ev_per_a": [[-0.153, -0.822, -0.143], [-0.016, 0.059, 0.037], [-0.074, -0.155, 0.077], [0.085, 0.431, -0.112], [0.057, -0.152, 0.050], [0.035, 0.041, 0.063], [0.108, -0.109, -0.130], [-0.096, 0.068, -0.001], [-0.020, -0.013, 0.001], [-0.088, 0.037, 0.010], [0.147, 0.008, -0.014], [-0.039, 0.211, 0.106], [-0.131, -0.141, -0.070], [0.089, 0.046, 0.002], [0.022, 0.039, 0.015], [0.113, 0.002, 0.010], [-0.179, 0.020, -0.023], [0.156, 0.266, 0.048], [-0.003, -0.026, -0.011], [0.013, -0.002, -0.012], [0.019, 0.018, 0.012], [0.012, -0.007, 0.024], [0.014, -0.011, 0.001], [-0.020, -0.007, -0.003], [-0.024, 0.029, 0.005], [-0.013, -0.005, 0.001], [-0.016, 0.291, 0.091], [0.121, -0.102, 0.082], [-0.227, -0.023, -0.010], [0.109, -0.050, -0.013], [0.000, 0.014, -0.052], [0.056, 0.079, -0.048], [0.002, -0.017, 0.012], [0.004, -0.042, -0.021], [-0.042, 0.034, -0.017], [-0.018, -0.016, 0.035], [-0.002, 0.007, -0.005]],
  "mulliken_charge": [0.66, -0.59, 0.18, -0.22, 0.17, -0.58, 0.42, -0.37, -0.28, -0.72, -0.21, -0.15, 0.48, -0.46, -0.25, -0.68, -0.10, -0.13, 0.46, 0.46, 0.42, 0.54, 0.46, 0.44, 0.39, 0.43, -0.33, 0.22, -0.17, -0.57, -0.57, -0.04, 0.28, 0.36, 0.27, 0.35, 0.41],
  "gap_ha": 0.309,
  "e_tot_ev": -52052.214,
  "total_charge": 1,
  "fmax_ev_per_a": 0.849,
  "homo_energy_ev": -11.99
}